The following is a quantum chemistry calculation of a cluster of 4 separate species, C36H32F3N3O8S2 in total, from OMol25.

Geometry as ORCA input:
```
! RIJCOSX wB97M-V def2-TZVPD def2/J DEFGRID3
* xyz 0 1
C 5.079 -3.329 1.701
C 4.124 -4.584 1.763
S 2.353 -4.192 1.337
C 2.260 -2.486 0.651
C 0.819 -1.958 0.759
C -0.113 -1.939 -0.233
S 0.322 -2.642 -1.858
C -1.518 -1.321 0.084
O -2.113 -0.777 -0.806
C -2.044 -1.415 1.561
C -3.581 -1.443 1.780
C -4.128 -2.703 2.575
C -5.412 -3.332 1.982
C -5.249 -4.579 1.227
C -6.357 -5.303 0.648
C -7.694 -4.730 0.815
C -7.916 -3.511 1.563
C -6.757 -2.811 2.134
C -1.136 -1.461 2.589
C -1.518 -1.593 4.079
F -1.801 -2.903 4.404
F -0.483 -1.249 4.917
F -2.557 -0.773 4.457
C 0.361 -1.366 2.141
O 1.218 -0.816 2.788
H 6.111 -3.605 2.019
H 4.681 -2.484 2.329
H 5.038 -2.953 0.641
H 4.452 -5.370 1.041
H 4.114 -4.969 2.816
H 2.701 -2.388 -0.376
H 2.889 -1.821 1.309
H 0.323 -4.000 -1.599
H -3.825 -0.538 2.407
H -4.162 -1.289 0.829
H -4.237 -2.407 3.654
H -3.326 -3.491 2.562
H -4.223 -5.000 1.117
H -6.252 -6.248 0.074
H -8.561 -5.253 0.351
H -8.927 -3.074 1.722
H -6.904 -1.874 2.725
O 0.463 4.808 -3.765
N 0.067 4.999 -2.626
O -0.347 6.065 -2.211
C 0.097 3.868 -1.694
C 0.597 2.645 -2.121
C 0.645 1.583 -1.230
C 0.192 1.748 0.072
C -0.316 2.973 0.488
C -0.365 4.040 -0.397
H 0.952 2.507 -3.134
H 1.039 0.625 -1.550
H 0.237 0.919 0.768
H -0.671 3.095 1.505
H -0.759 4.991 -0.063
O 5.171 0.837 1.863
N 5.807 1.024 2.887
O 6.992 0.776 3.018
C 5.094 1.581 4.042
C 3.735 1.842 3.942
C 3.057 2.346 5.042
C 3.740 2.590 6.228
C 5.103 2.335 6.315
C 5.786 1.828 5.219
H 3.193 1.656 3.023
H 1.994 2.547 4.978
H 3.207 2.978 7.088
H 5.633 2.529 7.240
H 6.848 1.629 5.297
O 0.241 2.416 -11.219
N 0.887 2.606 -10.204
O 2.075 2.362 -10.086
C 0.186 3.161 -9.041
C -1.176 3.418 -9.125
C -1.841 3.922 -8.015
C -1.144 4.168 -6.839
C 0.221 3.918 -6.768
C 0.892 3.411 -7.872
H -1.727 3.229 -10.037
H -2.904 4.120 -8.067
H -1.667 4.556 -5.972
H 0.759 4.114 -5.851
H 1.954 3.216 -7.807
*
```

Results
- SMILES string = CCSCC1=C(S)C(=O)C(CCc2ccccc2)=C(C(F)(F)F)C1=O.O=[N+]([O-])c1ccccc1.O=[N+]([O-])c1ccccc1.O=[N+]([O-])c1ccccc1
- HOMO-LUMO gap (Eh) = 0.2719
- E (eV) = -88513.618



The following is a quantum chemistry calculation of a structure of composition C36H32N5P2Pt, from OMol25.

Geometry as ORCA input:
```
! RIJCOSX wB97M-V def2-TZVPD def2/J DEFGRID3
* xyz 1 1
Pt -0.401 0.372 -0.256
C -0.804 3.582 -0.968
P 0.518 2.509 -0.374
C 2.030 2.994 -1.246
C 2.335 4.334 -1.493
C 3.516 4.677 -2.132
C 4.396 3.687 -2.548
C 4.070 2.351 -2.368
C 2.888 2.007 -1.728
C 0.683 3.079 1.373
C 0.147 2.320 2.412
C 0.231 2.759 3.725
C 0.846 3.965 4.021
C 1.389 4.728 2.996
C 1.308 4.288 1.684
C -2.035 2.854 -0.549
C -3.280 3.280 -0.203
C -4.066 2.123 0.052
C -3.269 1.036 -0.160
C -3.576 -0.426 -0.100
P -1.980 -1.303 -0.095
C -1.893 -2.350 1.377
C -1.333 -3.624 1.367
C -1.179 -4.323 2.557
C -1.570 -3.752 3.759
C -2.113 -2.474 3.776
C -2.264 -1.771 2.592
C -2.161 -2.385 -1.548
C -2.903 -3.562 -1.478
C -3.080 -4.347 -2.609
C -2.526 -3.954 -3.819
C -1.810 -2.766 -3.901
C -1.628 -1.985 -2.770
N -1.999 1.459 -0.537
H -0.753 3.674 -2.058
H -0.716 4.575 -0.531
H 1.647 5.118 -1.202
H 3.747 5.719 -2.310
H 5.329 3.958 -3.022
H 4.731 1.578 -2.736
H 2.616 0.965 -1.614
H -0.335 1.374 2.200
H -0.182 2.150 4.520
H 0.902 4.312 5.044
H 1.881 5.666 3.217
H 1.753 4.892 0.906
H -3.602 4.308 -0.150
H -5.111 2.098 0.315
H -4.089 -0.748 -1.009
H -4.203 -0.698 0.748
H -1.020 -4.073 0.434
H -0.750 -5.316 2.544
H -1.449 -4.300 4.684
H -2.418 -2.025 4.713
H -2.666 -0.763 2.615
H -3.339 -3.875 -0.536
H -3.654 -5.263 -2.545
H -2.649 -4.575 -4.697
H -1.384 -2.454 -4.845
H -1.055 -1.068 -2.829
N 3.631 -1.273 0.401
C 3.828 -0.059 1.006
C 2.610 0.520 1.054
N 1.655 -0.306 0.482
C 2.320 -1.394 0.097
C 1.822 -2.608 -0.533
N 0.714 -2.713 -1.206
C 0.660 -4.016 -1.640
C 1.759 -4.698 -1.213
N 2.504 -3.789 -0.504
H 4.359 -1.917 0.145
H 4.789 0.268 1.357
H 2.355 1.464 1.497
H -0.149 -4.377 -2.253
H 2.072 -5.719 -1.343
H 3.355 -3.998 -0.010
*
```

Results
- HOMO-LUMO gap (Eh) = 0.2834
- energy relative to the best compared isomer or geometry (same formula, charge and spin) (eV) = 0.000
- E (eV) = -67123.681



The following is a quantum chemistry calculation of a cluster of 6 separate species, C36H32N7O12 in total, from OMol25.

Geometry as ORCA input:
```
! RIJCOSX wB97M-V def2-TZVPD def2/J DEFGRID3
* xyz 1 1
N -3.840 4.823 1.913
C -2.961 5.662 1.232
C -2.842 6.979 1.580
N -1.985 7.761 0.934
C -1.241 7.330 -0.067
C -1.306 6.038 -0.462
C -2.166 5.183 0.178
C -2.191 3.760 -0.327
O -1.270 3.265 -0.921
O -3.353 3.054 -0.091
H -4.181 5.303 2.739
H -3.335 3.991 2.196
H -3.461 7.354 2.381
H -1.920 8.727 1.237
H -0.573 8.016 -0.566
H -0.678 5.680 -1.264
H -3.951 3.273 -0.820
C 1.492 3.647 0.376
C 1.257 2.974 1.568
C 2.206 2.997 2.578
C 3.381 3.699 2.378
C 3.635 4.368 1.193
C 2.682 4.339 0.188
N 4.380 3.743 3.455
O 4.134 3.129 4.475
O 5.385 4.390 3.266
H 0.747 3.630 -0.407
H 0.331 2.431 1.713
H 2.024 2.472 3.505
H 4.559 4.908 1.047
H 2.865 4.858 -0.743
C 2.732 -2.512 -0.583
C 3.453 -1.418 -0.120
C 3.458 -0.235 -0.841
C 2.734 -0.163 -2.019
C 2.018 -1.246 -2.496
C 2.019 -2.428 -1.772
N 2.718 1.097 -2.771
O 3.374 2.023 -2.334
O 2.047 1.148 -3.781
H 2.726 -3.433 -0.016
H 4.009 -1.487 0.805
H 4.019 0.615 -0.481
H 1.461 -1.180 -3.420
H 1.462 -3.282 -2.130
C 5.410 2.229 7.798
C 5.963 1.723 8.967
C 5.589 0.469 9.427
C 4.666 -0.263 8.703
C 4.101 0.231 7.541
C 4.477 1.486 7.088
N 4.283 -1.602 9.173
O 4.779 -2.000 10.205
O 3.493 -2.231 8.498
H 5.707 3.206 7.438
H 6.689 2.303 9.520
H 6.020 0.076 10.336
H 3.378 -0.349 6.987
H 4.047 1.885 6.180
C -4.298 -2.274 -3.072
C -4.652 -3.500 -2.527
C -3.673 -4.432 -2.222
C -2.348 -4.119 -2.465
C -1.979 -2.903 -3.013
C -2.963 -1.977 -3.318
N -1.305 -5.097 -2.125
O -1.656 -6.161 -1.667
O -0.147 -4.778 -2.321
H -5.064 -1.546 -3.306
H -5.691 -3.732 -2.338
H -3.953 -5.386 -1.800
H -0.942 -2.671 -3.203
H -2.689 -1.022 -3.746
C -3.236 -6.890 -8.029
C -3.017 -7.422 -6.765
C -3.952 -7.231 -5.761
C -5.100 -6.510 -6.040
C -5.330 -5.968 -7.292
C -4.389 -6.161 -8.291
N -6.104 -6.326 -4.983
O -5.861 -6.797 -3.891
O -7.114 -5.714 -5.262
H -2.507 -7.046 -8.813
H -2.119 -7.988 -6.563
H -3.782 -7.645 -4.777
H -6.227 -5.404 -7.497
H -4.556 -5.746 -9.275
*
```

Results
- HOMO-LUMO gap (Eh) = 0.2061
- E (eV) = -72831.469



The following is a quantum chemistry calculation of a structure of composition C36H32N8O3ReS3Si, from OMol25.

Geometry as ORCA input:
```
! RIJCOSX wB97M-V def2-TZVPD def2/J DEFGRID3
* xyz 2 2
Re 0.097 0.484 0.032
C -1.869 0.864 1.328
Si -0.867 0.304 2.828
C -1.636 -1.116 3.711
C -0.332 1.693 3.914
N 0.482 -0.231 1.804
C 1.558 -1.032 2.111
C 2.055 -1.231 3.411
C 3.174 -2.002 3.597
C 3.809 -2.598 2.494
C 3.322 -2.445 1.208
C 2.194 -1.672 1.032
O 1.591 -1.430 -0.169
C 1.646 -2.332 -1.261
C 1.538 -3.690 -1.052
C 1.503 -4.527 -2.163
C 1.563 -4.000 -3.444
C 1.663 -2.624 -3.621
C 1.707 -1.778 -2.523
H -2.582 1.643 1.610
H -2.434 0.050 0.874
H -1.282 1.391 0.496
H -2.690 -1.217 3.434
H -1.593 -0.983 4.794
H -1.131 -2.057 3.476
H -0.620 1.502 4.950
H -0.803 2.631 3.615
H 0.750 1.835 3.880
H 1.583 -0.735 4.254
H 3.581 -2.132 4.590
H 4.705 -3.183 2.648
H 3.823 -2.882 0.355
H 1.476 -4.100 -0.051
H 1.428 -5.597 -2.017
H 1.547 -4.660 -4.302
H 1.731 -2.209 -4.620
H 1.830 -0.708 -2.628
S -3.237 -1.903 -6.346
N -2.453 -0.529 -6.051
C -2.081 -0.582 -4.781
C -1.344 0.461 -4.076
C -0.912 1.651 -4.664
C -0.220 2.556 -3.894
C 0.027 2.271 -2.556
N -0.381 1.138 -1.985
C -1.057 0.237 -2.739
C -1.437 -1.000 -2.073
N -1.032 -1.137 -0.788
C -1.330 -2.262 -0.135
C -2.045 -3.294 -0.723
C -2.449 -3.170 -2.034
C -2.137 -2.002 -2.729
C -2.473 -1.768 -4.127
N -3.139 -2.609 -4.904
H -1.124 1.838 -5.710
H 0.140 3.489 -4.306
H 0.565 2.964 -1.924
H -0.967 -2.337 0.882
H -2.255 -4.186 -0.149
H -2.994 -3.959 -2.537
N 5.382 3.990 -5.660
C 5.054 3.233 -4.576
C 4.169 2.148 -4.711
C 3.842 1.376 -3.622
C 4.382 1.672 -2.369
C 5.257 2.747 -2.219
C 5.587 3.520 -3.313
S 3.939 0.705 -1.011
O 3.867 -0.672 -1.402
O 4.747 1.098 0.109
N 2.361 1.145 -0.676
C 2.164 2.203 0.105
S 3.155 3.465 0.741
C 1.746 4.192 1.473
C 0.648 3.462 1.268
N 0.892 2.325 0.491
H 5.096 3.717 -6.581
H 6.085 4.703 -5.591
H 3.770 1.906 -5.689
H 3.191 0.518 -3.743
H 5.698 2.952 -1.252
H 6.279 4.347 -3.201
H 1.824 5.115 2.027
H -0.349 3.684 1.615
*
```

Results
- HOMO-LUMO gap (spin up / spin down) (Eh) = 0.1886 / 0.2098
- energy relative to the best compared isomer or geometry (same formula, charge and spin) (eV) = 0.307
- E (eV) = -98416.483



The following is a quantum chemistry calculation of a cluster of 5 separate species, C36H32NO19 in total, from OMol25.

Geometry as ORCA input:
```
! RIJCOSX wB97M-V def2-TZVPD def2/J DEFGRID3
* xyz -1 1
C -0.413 2.098 1.223
C -1.274 1.505 0.072
C -0.758 2.044 -1.275
N -1.295 3.399 -1.593
C -2.693 3.235 -2.070
C -3.183 4.422 -2.918
O -3.404 5.538 -2.373
O -3.372 4.201 -4.140
O -1.206 0.092 0.226
C -2.037 -0.623 -0.670
C -3.529 -0.342 -0.497
C -4.074 -0.531 0.752
C -5.415 -0.244 0.934
C -6.137 0.229 -0.137
C -5.596 0.398 -1.385
C -4.255 0.114 -1.574
H -1.106 2.360 2.034
H 0.194 2.945 0.905
H 0.186 1.281 1.628
H -2.282 1.919 0.220
H 0.325 2.141 -1.279
H -1.005 1.419 -2.140
H -1.353 3.915 -0.719
H -2.777 2.336 -2.684
H -3.405 3.131 -1.231
H -1.903 -1.679 -0.423
H -1.741 -0.533 -1.725
H -3.439 -0.881 1.561
H -5.834 -0.372 1.927
H -7.185 0.484 0.004
H -6.178 0.779 -2.217
H -3.744 0.242 -2.523
C -4.600 -6.286 -2.668
C -3.918 -5.526 -1.804
C -3.700 -4.061 -2.044
O -3.087 -3.422 -1.211
C -4.231 -3.477 -3.266
C -4.912 -4.238 -4.132
C -5.152 -5.697 -3.880
O -5.793 -6.333 -4.697
O -5.416 -3.751 -5.266
O -3.392 -6.016 -0.682
H -4.765 -7.342 -2.506
H -4.054 -2.423 -3.435
H -5.858 -4.501 -5.704
H -2.958 -5.260 -0.242
C 3.335 4.704 -2.437
C 4.046 5.242 -3.431
C 3.446 5.506 -4.782
O 4.157 6.018 -5.636
C 2.065 5.139 -5.004
C 1.337 4.593 -4.007
C 1.933 4.351 -2.653
O 1.217 3.867 -1.808
O 0.075 4.250 -4.160
O 5.333 5.581 -3.292
H 3.756 4.509 -1.460
H 1.651 5.323 -5.985
H -0.252 3.897 -3.287
H 5.598 5.946 -4.158
C 3.391 2.879 4.053
C 3.955 2.651 5.246
C 4.144 1.261 5.777
O 4.682 1.118 6.860
C 3.670 0.149 4.968
C 3.102 0.375 3.777
C 2.937 1.761 3.233
O 2.430 1.897 2.139
O 2.651 -0.622 3.014
O 4.385 3.640 6.033
H 3.251 3.876 3.660
H 3.795 -0.848 5.365
H 2.286 -0.204 2.209
H 4.749 3.205 6.827
C 4.472 -3.406 3.297
C 5.037 -3.632 4.488
C 5.228 -5.019 5.022
O 5.766 -5.160 6.105
C 4.754 -6.135 4.215
C 4.186 -5.910 3.023
C 4.019 -4.521 2.478
O 3.513 -4.384 1.382
O 3.736 -6.897 2.250
O 5.464 -2.632 5.265
H 4.334 -2.408 2.907
H 4.881 -7.131 4.616
H 3.377 -6.465 1.451
H 5.834 -3.051 6.065
*
```

Results
- HOMO-LUMO gap (Eh) = 0.1329
- E (eV) = -78242.427



Copy entry 2 word for word.
The following is a quantum chemistry calculation of a structure of composition C36H32N5P2Pt, from OMol25.

Geometry as ORCA input:
```
! RIJCOSX wB97M-V def2-TZVPD def2/J DEFGRID3
* xyz 1 1
Pt -0.401 0.372 -0.256
C -0.804 3.582 -0.968
P 0.518 2.509 -0.374
C 2.030 2.994 -1.246
C 2.335 4.334 -1.493
C 3.516 4.677 -2.132
C 4.396 3.687 -2.548
C 4.070 2.351 -2.368
C 2.888 2.007 -1.728
C 0.683 3.079 1.373
C 0.147 2.320 2.412
C 0.231 2.759 3.725
C 0.846 3.965 4.021
C 1.389 4.728 2.996
C 1.308 4.288 1.684
C -2.035 2.854 -0.549
C -3.280 3.280 -0.203
C -4.066 2.123 0.052
C -3.269 1.036 -0.160
C -3.576 -0.426 -0.100
P -1.980 -1.303 -0.095
C -1.893 -2.350 1.377
C -1.333 -3.624 1.367
C -1.179 -4.323 2.557
C -1.570 -3.752 3.759
C -2.113 -2.474 3.776
C -2.264 -1.771 2.592
C -2.161 -2.385 -1.548
C -2.903 -3.562 -1.478
C -3.080 -4.347 -2.609
C -2.526 -3.954 -3.819
C -1.810 -2.766 -3.901
C -1.628 -1.985 -2.770
N -1.999 1.459 -0.537
H -0.753 3.674 -2.058
H -0.716 4.575 -0.531
H 1.647 5.118 -1.202
H 3.747 5.719 -2.310
H 5.329 3.958 -3.022
H 4.731 1.578 -2.736
H 2.616 0.965 -1.614
H -0.335 1.374 2.200
H -0.182 2.150 4.520
H 0.902 4.312 5.044
H 1.881 5.666 3.217
H 1.753 4.892 0.906
H -3.602 4.308 -0.150
H -5.111 2.098 0.315
H -4.089 -0.748 -1.009
H -4.203 -0.698 0.748
H -1.020 -4.073 0.434
H -0.750 -5.316 2.544
H -1.449 -4.300 4.684
H -2.418 -2.025 4.713
H -2.666 -0.763 2.615
H -3.339 -3.875 -0.536
H -3.654 -5.263 -2.545
H -2.649 -4.575 -4.697
H -1.384 -2.454 -4.845
H -1.055 -1.068 -2.829
N 3.631 -1.273 0.401
C 3.828 -0.059 1.006
C 2.610 0.520 1.054
N 1.655 -0.306 0.482
C 2.320 -1.394 0.097
C 1.822 -2.608 -0.533
N 0.714 -2.713 -1.206
C 0.660 -4.016 -1.640
C 1.759 -4.698 -1.213
N 2.504 -3.789 -0.504
H 4.359 -1.917 0.145
H 4.789 0.268 1.357
H 2.355 1.464 1.497
H -0.149 -4.377 -2.253
H 2.072 -5.719 -1.343
H 3.355 -3.998 -0.010
*
```

Results
- HOMO-LUMO gap (Eh) = 0.2834
- energy relative to the best compared isomer or geometry (same formula, charge and spin) (eV) = 0.000
- E (eV) = -67123.681



> Number 3 is which compound?

C36H32N7O12



What did the fifth record say?
The following is a quantum chemistry calculation of a cluster of 5 separate species, C36H32NO19 in total, from OMol25.

Geometry as ORCA input:
```
! RIJCOSX wB97M-V def2-TZVPD def2/J DEFGRID3
* xyz -1 1
C -0.413 2.098 1.223
C -1.274 1.505 0.072
C -0.758 2.044 -1.275
N -1.295 3.399 -1.593
C -2.693 3.235 -2.070
C -3.183 4.422 -2.918
O -3.404 5.538 -2.373
O -3.372 4.201 -4.140
O -1.206 0.092 0.226
C -2.037 -0.623 -0.670
C -3.529 -0.342 -0.497
C -4.074 -0.531 0.752
C -5.415 -0.244 0.934
C -6.137 0.229 -0.137
C -5.596 0.398 -1.385
C -4.255 0.114 -1.574
H -1.106 2.360 2.034
H 0.194 2.945 0.905
H 0.186 1.281 1.628
H -2.282 1.919 0.220
H 0.325 2.141 -1.279
H -1.005 1.419 -2.140
H -1.353 3.915 -0.719
H -2.777 2.336 -2.684
H -3.405 3.131 -1.231
H -1.903 -1.679 -0.423
H -1.741 -0.533 -1.725
H -3.439 -0.881 1.561
H -5.834 -0.372 1.927
H -7.185 0.484 0.004
H -6.178 0.779 -2.217
H -3.744 0.242 -2.523
C -4.600 -6.286 -2.668
C -3.918 -5.526 -1.804
C -3.700 -4.061 -2.044
O -3.087 -3.422 -1.211
C -4.231 -3.477 -3.266
C -4.912 -4.238 -4.132
C -5.152 -5.697 -3.880
O -5.793 -6.333 -4.697
O -5.416 -3.751 -5.266
O -3.392 -6.016 -0.682
H -4.765 -7.342 -2.506
H -4.054 -2.423 -3.435
H -5.858 -4.501 -5.704
H -2.958 -5.260 -0.242
C 3.335 4.704 -2.437
C 4.046 5.242 -3.431
C 3.446 5.506 -4.782
O 4.157 6.018 -5.636
C 2.065 5.139 -5.004
C 1.337 4.593 -4.007
C 1.933 4.351 -2.653
O 1.217 3.867 -1.808
O 0.075 4.250 -4.160
O 5.333 5.581 -3.292
H 3.756 4.509 -1.460
H 1.651 5.323 -5.985
H -0.252 3.897 -3.287
H 5.598 5.946 -4.158
C 3.391 2.879 4.053
C 3.955 2.651 5.246
C 4.144 1.261 5.777
O 4.682 1.118 6.860
C 3.670 0.149 4.968
C 3.102 0.375 3.777
C 2.937 1.761 3.233
O 2.430 1.897 2.139
O 2.651 -0.622 3.014
O 4.385 3.640 6.033
H 3.251 3.876 3.660
H 3.795 -0.848 5.365
H 2.286 -0.204 2.209
H 4.749 3.205 6.827
C 4.472 -3.406 3.297
C 5.037 -3.632 4.488
C 5.228 -5.019 5.022
O 5.766 -5.160 6.105
C 4.754 -6.135 4.215
C 4.186 -5.910 3.023
C 4.019 -4.521 2.478
O 3.513 -4.384 1.382
O 3.736 -6.897 2.250
O 5.464 -2.632 5.265
H 4.334 -2.408 2.907
H 4.881 -7.131 4.616
H 3.377 -6.465 1.451
H 5.834 -3.051 6.065
*
```

Results
- HOMO-LUMO gap (Eh) = 0.1329
- E (eV) = -78242.427



> Which of these has the highest E?

C36H32N5P2Pt